No. 1
25
Properties=species:S:1:pos:R:3:forces:R:3:nbo_charge:R:1 method="wB97M-V/def2-TZVPD" charge=+2 lumo_ev=-9.2
C -2.468614 1.246706 1.008925 1.0 -0.1 -2.3 -1.08
H 0.863875 1.849279 -0.795757 1.2 -0.9 1.3 0.49
H -2.032935 2.280520 0.919885 0.0 -1.0 0.2 0.27
N 1.225507 -0.951345 1.010628 -0.3 2.7 -1.9 -0.42
H -0.487574 0.870722 -2.378131 1.8 0.0 -0.3 0.24
C -1.368978 0.723898 -1.825028 0.5 -1.9 2.2 -1.10
H -1.822406 -0.027603 -2.403949 -1.1 -1.0 -0.9 0.27
H 0.660313 -1.587215 1.481266 -1.0 -1.7 1.0 0.46
H 2.816817 -2.244464 0.697175 -0.5 0.4 -0.2 0.28
H -1.879323 1.614584 -1.954792 -1.5 1.7 0.2 0.27
H 3.245041 1.440332 -1.233670 -1.0 -0.1 0.3 0.29
C -1.448547 -1.847300 0.239935 -0.3 0.3 0.6 -1.16
H -3.306844 1.305769 0.291652 -0.5 0.0 0.9 0.27
H -1.572091 -2.058047 1.293616 -0.8 0.2 0.6 0.27
N 1.411940 1.154914 -0.185309 -3.1 1.5 -1.1 -0.47
H -0.569265 -2.458902 0.095981 0.2 0.0 -1.2 0.25
C 2.333611 -1.270612 0.513356 3.1 0.1 0.2 0.40
H 0.534290 0.781603 1.762464 -0.2 0.8 -0.6 0.26
C 2.577888 0.846694 -0.572626 2.3 -0.8 0.0 0.42
H 4.082170 -0.493501 -0.315312 1.8 -0.6 -0.5 0.47
H -2.701077 1.000223 2.024492 -0.5 -0.1 0.4 0.27
H -2.319816 -2.242102 -0.266335 0.0 -0.5 -0.2 0.30
N 3.145914 -0.310689 -0.123834 -3.4 -0.1 0.8 -0.56
Si -1.428292 -0.009484 -0.019268 1.5 2.6 0.1 1.56
C 0.508391 0.386031 0.734626 0.6 -1.4 0.4 -0.23

No. 2
25
Properties=species:S:1:pos:R:3:forces:R:3:nbo_charge:R:1 method="wB97M-V/def2-TZVPD" charge=+1 lumo_ev=-2.5
H 3.382608 -0.451793 -0.343801 2.6 1.8 0.3 0.22
H -0.031605 -1.095843 -0.781514 -0.6 -1.0 -2.3 0.37
N 1.390067 -0.007380 -0.036685 -0.1 -0.8 0.9 -0.06
H 2.152422 1.410209 -1.411737 0.0 0.1 0.4 0.24
C -1.040129 -0.440230 0.709382 -1.6 0.1 2.8 0.20
H 0.635426 0.653333 -1.827092 0.0 0.2 0.0 0.22
C -3.060923 -0.147357 -0.449995 1.1 -1.2 3.1 -0.29
H 0.665788 1.831081 -0.537311 -1.1 1.7 0.8 0.25
H 1.023150 1.450534 1.474920 0.7 -0.9 0.0 0.26
H -2.446285 -2.058054 0.356465 0.5 1.1 0.1 0.42
H -4.003961 -0.296429 -0.002317 -1.4 -0.3 0.2 0.23
H 2.581060 -1.901044 0.089004 -0.8 1.8 -1.1 0.26
N 0.204337 -0.863793 0.129131 1.8 -0.2 -0.1 -0.46
C 1.620097 0.515333 1.345001 -1.6 -0.1 0.2 -0.42
N -2.085266 -1.151445 0.027348 -0.4 0.1 -1.1 -0.66
H 2.389350 -1.116498 -1.656254 -0.1 0.3 2.0 0.24
H -1.112453 -0.792961 1.797538 0.8 1.0 -1.1 0.19
H 1.161453 -0.306757 1.874786 0.2 0.3 1.1 0.24
C -2.473006 1.092580 0.025641 1.7 -1.7 0.8 0.16
H -2.837726 2.018873 -0.038368 -2.0 3.5 -0.8 0.21
H -3.091083 -0.104206 -1.453157 -0.7 -0.1 -3.7 0.21
C 2.496640 -0.913729 -0.522121 -2.0 -3.2 -0.7 -0.41
H 2.637025 0.575498 1.623050 1.1 0.4 -0.1 0.24
N -1.357276 1.021836 0.601805 1.2 -1.8 0.6 -0.44
C 1.200281 1.078244 -0.993719 0.7 -1.2 -2.2 -0.41

No. 3
25
Properties=species:S:1:pos:R:3:forces:R:3:nbo_charge:R:1 method="wB97M-V/def2-TZVPD" charge=+1 lumo_ev=-2.6
H -2.280597 -0.558668 -1.107172 1.3 -0.8 0.3 0.23
N -0.732829 -0.013695 1.489157 1.2 -0.1 -1.4 -0.58
N -0.221948 -0.033054 -0.776729 0.1 0.2 0.8 -0.25
N 0.587876 0.242119 -1.948110 -0.6 0.6 0.2 -0.43
H 1.825966 1.980246 2.679768 0.0 0.0 -1.9 0.23
H 1.700053 3.076166 1.078019 -0.4 -1.4 1.6 0.23
H -1.266441 -0.643380 3.342175 0.4 0.3 0.5 0.24
C -0.840141 -1.575046 -2.400532 -1.6 1.2 -1.1 -0.44
C 1.309701 2.160167 1.667704 -1.6 3.0 2.6 -0.44
H -0.995241 -2.607021 -2.547208 0.0 -1.3 0.0 0.25
H 0.261193 2.492000 2.072881 1.6 -0.6 -1.3 0.21
N 1.251542 1.101516 0.705408 0.7 0.1 -1.1 -0.60
H -0.340994 0.950260 3.292072 -0.5 0.0 0.6 0.22
H 0.582327 -0.547190 3.134767 -1.2 0.2 -0.1 0.22
H 1.341080 -1.652936 -1.950649 -1.2 0.1 -0.6 0.21
C 0.135582 0.357389 0.477534 -0.1 -0.1 -0.3 0.69
C -0.424487 -0.069655 2.951771 1.1 -0.4 -1.4 -0.41
C -1.264263 -1.076033 -1.051581 -1.1 1.4 -0.1 -0.26
C 0.561186 -1.095508 -2.556176 2.7 -0.3 -1.2 -0.24
H -1.334896 -1.943053 -0.414154 0.4 0.1 1.0 0.22
H -1.356633 -0.748771 1.139107 0.2 0.7 0.6 0.41
H 0.134866 0.966990 -2.576969 0.2 -1.1 1.2 0.38
H 1.965536 1.424807 -0.014417 -2.1 -1.9 0.3 0.46
H -1.572576 -1.060877 -3.063075 1.0 -0.4 -0.4 0.22
H 0.974139 -1.126772 -3.623594 -0.8 0.4 1.4 0.25

No. 4
25
Properties=species:S:1:pos:R:3:forces:R:3:nbo_charge:R:1 method="wB97M-V/def2-TZVPD" charge=+1 multiplicity=3 lumo_ev="-2.9 / -7.6"
C -0.076019 -0.980992 0.008748 -0.4 -1.3 -2.4 0.13
H -0.781283 -2.334855 -1.520510 -0.5 -2.4 -0.5 0.23
H -1.197454 -0.715211 -1.839913 -2.3 1.4 -1.0 0.17
H 0.619862 2.891978 1.115707 -1.1 0.4 -1.0 0.24
C -0.476041 1.422963 0.065386 0.9 1.9 -0.4 0.46
H -0.977208 3.437601 0.390879 -0.9 0.7 0.4 0.24
H -2.385900 2.085073 0.115033 1.0 -1.0 -0.9 0.44
N 0.298072 0.414064 0.091202 -1.7 -1.5 0.3 -0.13
N -1.732170 1.357732 -0.254795 -5.2 -1.9 -2.0 -0.76
H 0.379504 3.171723 -0.601159 0.8 0.6 -1.5 0.26
H 0.406282 -1.096815 -2.212198 -0.2 -0.8 0.3 0.24
C 1.135579 -1.776862 0.537367 0.6 4.3 -1.5 -0.59
C -0.124004 2.839689 0.250939 3.2 -0.9 3.1 -0.64
H -1.017220 -1.010539 2.040590 -0.7 -0.7 -1.2 0.23
H -2.178731 0.604565 -0.901626 1.2 1.7 2.1 0.44
H 0.986023 -2.766534 0.583192 -1.0 -3.5 0.8 0.23
H 1.941113 -1.616474 -0.257374 -1.1 -0.3 1.7 0.25
H -1.520100 -2.435911 0.862229 0.3 1.5 0.5 0.25
N 3.109688 -0.326094 -0.810885 -1.0 -1.4 -2.8 -0.03
C -0.455387 -1.364595 -1.578255 3.5 2.2 3.4 -0.58
C -1.339070 -1.322637 0.998384 4.0 -1.5 0.6 -0.56
N 3.227536 0.417109 0.037719 3.0 1.6 1.9 -0.33
H -2.118355 -0.774559 0.650187 -2.5 1.4 -0.6 0.20
H 1.220625 -1.198957 1.479233 1.2 -1.2 -0.1 0.21
H 3.054658 1.078544 0.749925 -1.2 0.7 0.6 0.42

No. 5
26
Properties=species:S:1:pos:R:3:forces:R:3:nbo_charge:R:1 method="wB97M-V/def2-TZVPD" charge=-1 lumo_ev="3.7 / 3.7"
C -1.214120 -1.874097 1.337979 2.7 0.8 0.5 -0.63
H -0.741682 -2.572669 2.055147 0.0 0.2 -0.4 0.18
N -0.411938 1.031925 0.346600 0.3 1.1 0.6 -0.55
C 0.343981 -0.163740 0.106831 0.7 -2.1 -0.5 -0.05
H 0.324100 1.770795 0.647427 -2.2 -0.9 -1.0 0.38
H -1.241311 -0.914354 1.833065 -0.4 0.3 0.5 0.23
H 3.170173 0.686727 1.675585 1.3 0.1 0.7 0.19
H -2.106630 -0.915801 -1.238230 -1.2 0.9 0.9 0.24
H -1.394152 3.546032 -2.969152 1.0 1.1 -0.1 0.32
C 2.506103 0.601457 0.862195 0.2 -0.2 -3.1 -0.60
H -2.199297 -2.191562 1.199682 -1.5 -0.5 -0.7 0.20
C 1.326050 -0.270684 1.234061 1.3 0.1 0.4 -0.41
H -0.713258 -1.187280 -2.034869 0.5 0.3 -0.3 0.20
H 2.999391 0.154506 -0.140087 -0.6 1.1 2.4 0.18
H -1.592361 -2.495865 -1.642620 -0.6 -2.0 0.2 0.18
H 0.469531 -2.353419 0.002511 -0.9 0.9 -0.4 0.19
H 2.138888 1.638546 0.587320 0.6 -1.2 0.2 0.23
N -1.752085 2.802808 -2.427096 -1.1 -1.7 0.4 -0.52
H 1.597923 -1.317899 1.529287 0.0 0.8 -0.5 0.19
C -1.298276 -1.585600 -1.215625 2.8 0.4 0.0 -0.63
N -1.373317 1.424358 -0.598137 0.3 1.4 -2.3 -0.27
H 1.008871 -0.094655 -0.803908 -0.9 -0.1 0.2 0.16
S 0.505256 3.226089 -0.989524 0.4 1.1 -1.3 -0.42
H 0.945792 0.198588 2.114710 -0.8 0.1 0.8 0.20
N -0.947871 2.429817 -1.532108 0.4 -1.9 3.8 0.00
C -0.349761 -1.574024 0.058955 -2.3 -0.1 -1.1 -0.19

No. 6
27
Properties=species:S:1:pos:R:3:forces:R:3:nbo_charge:R:1 method="wB97M-V/def2-TZVPD" charge=+1 lumo_ev=-2.9
N 3.993408 0.515315 0.115080 -0.2 0.0 0.0 -0.74
N 1.697749 0.220778 0.012937 1.1 0.3 0.2 -0.51
H 0.638752 -2.419830 -1.000679 0.0 -0.1 0.0 0.38
H -2.746927 -2.115473 0.311412 -0.2 0.0 0.0 0.22
H 0.857453 -3.094841 0.471130 0.0 0.0 -0.1 0.39
H 4.779630 1.140227 0.149804 0.0 0.0 0.0 0.43
N -1.827696 0.515808 -0.058673 0.0 0.1 0.1 -0.61
H -2.987464 2.959913 0.544426 -0.1 0.0 0.0 0.37
C -1.817071 -2.466207 -0.126465 0.3 0.1 0.1 -0.62
H -1.873494 -2.369093 -1.209318 0.0 0.0 -0.1 0.21
H -2.701887 0.115026 -0.352241 0.1 0.0 -0.1 0.41
H 2.620305 2.061521 -0.052923 0.0 0.0 0.0 0.22
C -0.678526 -0.226112 0.040852 1.1 0.2 -0.1 0.14
H -1.709343 -3.519948 0.121046 0.0 -0.1 0.0 0.23
C 2.751062 0.990360 0.021810 -0.3 -0.3 0.0 0.34
C -0.627467 -1.678346 0.426428 -0.3 0.0 0.1 -0.08
N 0.672607 -2.217672 -0.004378 0.1 -0.3 0.0 -0.85
N -1.981504 2.866633 0.559697 -0.1 0.4 0.0 -0.82
H -1.664734 2.665319 1.499234 0.0 -0.1 0.0 0.37
H 4.164204 -0.472349 0.216740 0.1 0.1 0.0 0.42
N -0.034742 1.926158 -0.346954 0.6 -0.1 0.2 -0.63
H 1.716405 -0.826805 0.108354 0.1 0.0 -0.1 0.46
C -1.493081 1.919429 -0.382255 -0.6 0.2 0.1 0.27
H -1.897723 2.198395 -1.370401 0.2 -0.1 0.2 0.18
H -0.648371 -1.734812 1.523339 0.0 0.0 -0.1 0.22
C 0.384551 0.604355 -0.127719 -1.6 -0.3 -0.4 0.21
H 0.413907 2.442259 -1.090291 -0.1 -0.1 -0.1 0.39

Energy relative to the best compared isomer or geometry (same formula, charge and spin): 0.0000, 2.8936, 1.3321, 2.6545, 0.8107, 0.0000 (eV)